(1)
The following is a DFT calculation (ωB97M-V with the def2-TZVPD basis set) of 3 unconnected molecules or ions with the total composition HN2O3S at a distorted geometry.

Values from the calculation:
HOMO-LUMO gap (alpha / beta): 6.88 / 6.84 eV
relative energy (zero: lowest compared OMol25 entry of this formula, charge and spin): 588.08 kJ/mol
net charge: -1

Atoms and positions in Å:
S (-0.420, 2.064, -0.289)
N (0.678, -1.701, 0.891)
H (-1.501, -0.119, 0.051)
N (0.843, -1.148, -0.062)
O (-1.100, -0.453, -0.671)
O (0.125, 2.117, 1.093)
O (1.376, -0.760, -1.013)

These are the Mulliken partial charges, in e, on atoms 1 to 2: 0.1620, -0.5176

=====

(2)
The following is a DFT calculation (ωB97M-V with the def2-TZVPD basis set) of a molecular structure, C24H36BiNO2P2 at a distorted geometry.

Values from the calculation:
HOMO-LUMO gap (alpha / beta): 5.25 / 3.86 eV
relative energy (zero: lowest compared OMol25 entry of this formula, charge and spin): 324.84 kJ/mol

Atoms and positions in Å:
H (1.404, 0.032, 4.046)
H (-7.561, -0.299, 0.826)
C (1.430, -2.772, 0.227)
H (4.289, 4.177, 1.310)
H (-0.621, 5.080, 0.573)
C (-2.548, 4.483, 1.363)
H (-2.419, -2.632, -1.005)
H (0.448, 2.133, -2.832)
H (0.079, 2.764, 0.001)
H (1.637, 0.828, -2.425)
C (-1.939, 0.555, -3.666)
Bi (-1.125, -0.328, 0.058)
C (-4.479, -1.568, 1.536)
H (5.691, -0.716, 0.906)
H (-3.712, 1.269, 1.482)
P (-0.612, -0.043, -2.584)
H (2.011, -2.852, 2.307)
H (3.272, 1.761, -1.904)
H (-1.686, 0.399, -4.724)
C (-2.619, -2.225, -0.009)
C (-0.906, 2.933, 0.448)
C (-6.568, -0.715, 0.652)
H (2.223, 0.316, 2.464)
C (2.146, -4.340, -1.416)
H (2.712, -4.427, 0.677)
H (-6.120, -0.927, 2.765)
C (1.250, 0.243, 2.975)
H (-3.826, -1.813, 2.379)
N (0.748, -2.054, -0.687)
H (0.426, -3.414, 1.934)
H (-2.852, 5.501, 1.617)
C (1.420, -3.607, -2.362)
C (2.154, -3.903, -0.104)
H (-4.376, 3.580, 2.097)
H (0.149, -2.036, 4.447)
C (1.143, -2.611, 1.701)
H (-0.856, -2.288, -3.409)
C (-0.605, -1.897, 3.659)
H (5.470, -0.103, 2.182)
H (4.273, 1.415, -3.021)
H (-1.459, -1.321, 4.034)
H (0.718, 1.207, 2.863)
C (-3.406, 3.407, 1.625)
H (-4.430, -1.524, -1.891)
C (-3.024, 2.094, 1.282)
C (-1.298, 4.247, 0.775)
O (5.937, 0.099, 1.366)
C (-1.781, 1.877, 0.692)
H (2.646, -5.252, -1.703)
H (-0.975, -2.884, 3.348)
H (-2.070, 1.633, -3.484)
C (-3.997, -1.752, 0.221)
O (3.673, 1.012, -2.350)
H (1.304, -3.934, -3.390)
C (0.012, -1.705, -3.054)
H (-6.717, -0.610, -1.504)
C (-5.757, -1.057, 1.744)
H (0.667, -1.561, -3.929)
H (-2.192, -2.850, 0.784)
C (0.763, -2.450, -1.970)
P (0.235, -1.092, 2.265)
C (-6.088, -0.882, -0.654)
H (-2.885, 0.053, -3.432)
C (-4.815, -1.401, -0.874)
C (0.750, 1.083, -3.020)
H (1.050, 0.951, -4.077)

These are the Mulliken partial charges, in e, on atoms 1 to 2: 0.4232, 0.3607